Record 1
ORCA calculation (the ωB97M-V functional and the def2-TZVPD basis) on a 2-piece molecular cluster, FHS2 overall.

As for the net charge: 0. The multiplicity is 1. The HOMO energy is -8.09 eV. For the relative energy (zero: lowest compared OMol25 entry of this formula, charge and spin), the calculation gives 0.327 eV. The orbital gap comes out at 5.770 eV.

Each line ends with the Löwdin charge.
Element x y z (Å)
H -2.2412 -0.4709 -0.4693  0.09
F -1.7264 0.2692 -0.7007  -0.13
S 2.8226 0.1518 1.0175  0.01
S 1.1451 0.0500 0.1525  0.03

Record 2
ORCA calculation (the ωB97M-V functional and the def2-TZVPD basis) on a 2-piece molecular cluster, C6H12O2 overall in a non-equilibrium geometry.

As for the net charge: 0. The multiplicity is 1. The HOMO energy is -9.50 eV. For the relative energy (zero: lowest compared OMol25 entry of this formula, charge and spin), the calculation gives 1.574 eV. The orbital gap comes out at 10.479 eV.

Each line ends with the Löwdin charge.
Element x y z (Å)
C -0.3403 -0.6780 2.2384  -0.07
O 0.5098 -0.2655 1.1807  -0.12
C 0.7826 -1.2257 0.1905  -0.54
C 2.0113 -0.8166 -0.5781  0.02
O 0.3269 -2.3370 0.2436  0.10
H -0.2759 0.0829 3.0144  0.09
H -0.0571 -1.6466 2.6562  0.09
H -1.3648 -0.7725 1.8712  0.09
H 2.0314 -1.3402 -1.5300  0.09
H 2.8927 -1.0949 -0.0017  0.10
H 2.0227 0.2590 -0.7247  0.08
C -1.1846 -0.1714 -1.4792  -0.02
C -1.3309 0.8562 -0.6360  -0.24
C -0.5386 2.1182 -0.6935  -0.11
H -1.8518 -1.0170 -1.4576  0.06
H -0.4904 -0.1177 -2.3039  0.07
H -2.1132 0.8320 0.1132  0.10
H -0.0561 2.3034 0.2662  0.07
H -1.1984 2.9618 -0.9025  0.07
H 0.2248 2.0695 -1.4673  0.07

Record 3
ORCA calculation (the ωB97M-V functional and the def2-TZVPD basis) on an isolated ion of composition C6H8N and charge +1 in a non-equilibrium geometry.

As for the net charge: +1. The multiplicity is 1. The HOMO energy is -13.82 eV. For the relative energy (zero: lowest compared OMol25 entry of this formula, charge and spin), the calculation gives 5.768 eV. The orbital gap comes out at 8.865 eV.

Each line ends with the Löwdin charge.
Element x y z (Å)
C 1.7547 0.8330 0.2669  0.11
C 0.6403 -0.0125 0.0449  -0.04
C 2.8071 -0.2089 0.4215  -0.05
C -0.8253 0.1229 -0.2129  -0.08
C 1.7082 -0.7839 -0.3273  0.04
C -3.1321 -0.1145 0.1553  -0.14
N -1.8227 -0.2783 0.4739  0.00
H 1.7115 1.8017 -0.2485  0.17
H 3.8100 0.0139 0.0126  0.15
H 2.8520 -0.7373 1.4537  0.18
H -0.8288 0.9288 -1.0340  0.16
H 1.9152 -1.2501 -1.2963  0.18
H -3.4043 0.4341 -0.7858  0.11
H -3.6391 -0.9805 -0.0713  0.07
H -3.5468 0.2317 1.1473  0.13

Record 4
ORCA calculation (the ωB97M-V functional and the def2-TZVPD basis) on a 2-piece molecular cluster, C3H8NO2 overall in a non-equilibrium geometry.

As for the net charge: +1. The multiplicity is 1. The HOMO energy is -13.85 eV. For the relative energy (zero: lowest compared OMol25 entry of this formula, charge and spin), the calculation gives 4.132 eV. The orbital gap comes out at 9.113 eV.

Each line ends with the Löwdin charge.
Element x y z (Å)
C -0.0452 1.7612 1.1180  0.05
C 0.3573 -0.2957 -0.1593  -0.05
C -0.7419 -1.0054 -0.8532  -0.24
N 1.5162 -0.8254 -0.1218  0.18
O -0.1314 3.0592 0.8522  0.09
O -0.3460 -2.2947 -1.2506  -0.04
H -0.9405 1.2213 1.3877  0.09
H 0.8952 1.5061 1.5831  0.10
H -0.9664 -0.4000 -1.7476  0.14
H -1.6443 -1.0012 -0.2364  0.13
H 2.3235 -0.3805 0.2952  0.14
H 1.6583 -1.7447 -0.5574  0.14
H -1.0078 3.3697 0.5744  0.15
H -0.9270 -2.9699 -0.8844  0.11

Record 5
ORCA calculation (the ωB97M-V functional and the def2-TZVPD basis) on C27H41ClN2O6PReSSe as an isolated structure in a non-equilibrium geometry.

As for the net charge: -1. The multiplicity is 2. The HOMO energy (alpha / beta) is -4.63 / -4.64 eV. For the relative energy (zero: lowest compared OMol25 entry of this formula, charge and spin), the calculation gives 3.885 eV. The orbital gap (alpha / beta) comes out at 5.908 / 5.905 eV.

Each line ends with the Löwdin charge.
Element x y z (Å)
Re 0.0990 0.5830 -0.2015  1.10
C 5.1856 -5.1704 1.9313  -0.07
C 4.3924 -3.9007 1.7215  -0.29
C 3.0180 -3.9482 2.1050  0.00
C 2.0851 -2.9088 2.2889  -0.07
C 2.2652 -1.5573 2.2234  -0.24
C 4.2656 -1.5710 0.7422  -0.15
C 4.9738 -2.8273 1.1468  -0.04
S 0.9370 -0.6292 2.9063  0.62
O -0.1611 -1.5376 3.1802  -0.33
O 1.4692 0.0864 4.0436  -0.29
N 0.4003 0.4867 1.8123  -0.35
C -0.6956 1.2471 2.4954  -0.20
C -1.9926 1.2420 1.7087  -0.63
O -3.0473 1.5055 2.2429  0.07
O -1.8625 0.9492 0.4360  -0.35
H 5.1309 -5.5073 2.9687  0.07
H 6.2345 -5.0247 1.6747  0.07
H 4.7919 -5.9757 1.3062  0.08
H 2.6306 -4.9395 2.3159  0.11
H 1.0929 -3.2315 2.5772  0.10
H 4.9975 -0.8934 0.3041  0.10
H 6.0284 -2.9073 0.8998  0.10
H -0.3809 2.2849 2.5957  0.07
H -0.9080 0.8745 3.4947  0.11
N -1.3381 -1.6136 0.4319  -0.02
C -0.9035 -2.8765 -0.1341  -0.16
C 0.5692 -2.8052 -0.4984  -0.70
O 1.1658 -3.8432 -0.7761  0.01
O 1.0726 -1.6260 -0.5378  -0.24
H -1.2285 -1.6152 1.4437  0.05
H -2.2969 -1.3716 0.2176  0.08
H -1.4479 -3.0796 -1.0578  0.11
H -1.0501 -3.7347 0.5265  0.12
C 0.6499 0.0528 -8.0892  -0.06
C 0.2498 0.1369 -6.6385  -0.28
C -0.0018 1.3562 -6.0303  -0.03
C -0.3677 1.4492 -4.6880  -0.32
C -0.5619 2.8114 -4.0778  -0.08
C -0.5044 0.2766 -3.9390  -0.49
Se -1.3154 0.3929 -2.1965  0.86
C -0.2755 -0.9704 -4.5383  -0.30
C -0.4397 -2.2542 -3.7754  -0.07
C 0.1131 -1.0146 -5.8731  -0.02
H 0.8341 1.0435 -8.5054  0.07
H -0.1347 -0.4195 -8.6848  0.08
H 1.5566 -0.5418 -8.2165  0.08
H 0.1117 2.2715 -6.6041  0.11
H -0.4477 3.5898 -4.8327  0.07
H 0.1755 2.9817 -3.2892  0.06
H -1.5418 2.9107 -3.6092  0.06
H 0.1016 -2.2212 -2.8331  0.04
H -0.0668 -3.0994 -4.3534  0.08
H -1.4916 -2.4337 -3.5378  0.08
H 0.3103 -1.9820 -6.3264  0.12
C 3.0858 0.4864 -3.9664  -0.14
C 2.6663 -0.2459 -2.6948  -0.40
P 2.0703 0.7744 -1.2968  0.87
C 3.0699 2.2998 -1.4539  -0.46
C 4.5660 2.1011 -1.1971  -0.15
C 3.5306 -0.8251 1.8692  -0.35
C 4.4358 -0.5720 3.0811  -0.04
H 3.3112 -0.2353 -4.7549  0.08
H 3.9815 1.0911 -3.8097  0.05
H 2.2988 1.1366 -4.3380  0.05
H 3.5132 -0.8185 -2.3030  0.08
H 1.8793 -0.9754 -2.8705  0.05
H 2.6678 3.0287 -0.7559  -0.01
H 2.9159 2.6982 -2.4611  0.07
H 4.7431 1.7601 -0.1784  0.06
H 5.1035 3.0427 -1.3277  0.07
H 5.0049 1.3703 -1.8794  0.06
H 3.5265 -1.8082 -0.0317  0.10
H 3.2291 0.1462 1.4660  0.11
H 4.7410 -1.5163 3.5366  0.08
H 3.9235 0.0247 3.8325  0.07
H 5.3379 -0.0437 2.7576  0.08
Cl 1.1592 3.5522 1.0510  0.49
C 0.0516 2.7381 -0.1532  -0.70
H 0.3065 3.1896 -1.1066  -0.03
H -0.9524 3.0487 0.1211  0.01

Record 6
ORCA calculation (the ωB97M-V functional and the def2-TZVPD basis) on a 2-piece molecular cluster, C24H40FIN3O6S overall in a non-equilibrium geometry.

As for the net charge: +1. The multiplicity is 1. The HOMO energy is -11.25 eV. For the relative energy (zero: lowest compared OMol25 entry of this formula, charge and spin), the calculation gives 4.269 eV. The orbital gap comes out at 8.103 eV.

Each line ends with the Löwdin charge.
Element x y z (Å)
C 1.3172 2.8637 2.6084  0.01
C 1.4890 3.9747 1.7430  -0.03
C 0.2593 4.8042 1.1602  -0.36
O 0.2760 6.0466 1.3171  0.09
O -0.8571 4.2212 0.4768  -0.08
C -2.0472 4.2410 1.3168  -0.19
C -3.3467 4.8417 0.6047  -0.15
C -3.8974 3.9464 -0.6210  -0.19
C -4.6457 2.6309 -0.0854  -0.19
C -4.3975 1.4241 -1.1276  -0.19
C -3.9210 0.0741 -0.4097  -0.14
C -2.4696 0.2165 0.3281  -0.21
C -1.3607 0.6275 -0.7497  -0.11
O 0.0128 0.4680 -0.3359  -0.13
C 0.2851 -0.9019 0.1434  -0.21
C 0.2772 -1.8274 -1.1593  -0.09
C 0.9663 -1.0441 -2.4077  -0.70
O 0.2870 -0.7320 -3.4247  -0.05
I 3.0550 -0.4303 -2.4233  0.94
C -0.6995 -1.2837 1.3237  -0.26
C -0.5652 -2.7013 2.0255  -0.11
C 0.6173 -3.6738 1.5853  -0.18
C 2.1121 -3.1127 1.8563  -0.23
C 3.1351 -3.3467 0.6458  -0.48
S 3.4174 -5.1677 0.2577  0.88
C 4.9790 -5.1101 -0.7494  -0.55
N 6.2475 -5.7267 -0.5424  0.04
N 6.9714 -5.2468 -1.6207  -0.01
C 6.1829 -4.3884 -2.4324  -0.07
O 4.8561 -4.2843 -1.8904  -0.08
C -0.5214 -0.1692 2.5041  -0.24
C -1.7590 -0.2026 3.5710  -0.01
F 0.6696 -0.3677 3.2825  -0.04
N -2.1249 -1.1811 0.7885  0.11
H 0.2958 2.7528 3.1110  0.07
H 2.1164 2.1027 2.8782  0.08
H 2.5499 4.2833 1.4744  0.12
H -1.8300 4.9165 2.2272  0.14
H -2.2917 3.1933 1.7496  0.11
H -4.1934 4.8413 1.3943  0.13
H -3.2164 5.9347 0.2597  0.13
H -4.6582 4.5559 -1.2267  0.12
H -3.0540 3.6568 -1.3523  0.11
H -5.7885 2.7638 0.0284  0.13
H -4.2711 2.3154 0.9521  0.09
H -3.7099 1.6790 -2.0006  0.11
H -5.4295 1.1915 -1.5970  0.13
H -3.9326 -0.8593 -1.0683  0.13
H -4.6653 -0.1133 0.4603  0.14
H -2.6364 0.9600 1.1724  0.12
H -1.5100 1.7550 -0.9613  0.15
H -1.6043 0.1046 -1.7535  0.15
H 1.3823 -0.8501 0.5041  0.16
H 0.9138 -2.7887 -1.0677  0.11
H -0.7467 -2.1513 -1.5417  0.13
H -0.4924 -2.5951 3.1753  0.14
H -1.5557 -3.2826 1.8575  0.14
H 0.5309 -4.6001 2.2777  0.13
H 0.4894 -4.1256 0.5275  0.11
H 2.1578 -2.0078 2.1319  0.10
H 2.5579 -3.6785 2.7623  0.13
H 2.9124 -2.7536 -0.3023  0.01
H 4.1641 -2.9674 1.0178  0.11
H 6.4190 -3.7903 -3.3663  0.14
H -0.4975 0.8988 2.1109  0.12
H -2.4222 0.7013 3.3319  0.08
H -2.3281 -1.1900 3.5245  0.08
H -1.3260 -0.0025 4.6205  0.12
H -2.2318 -1.7830 -0.0609  0.17
H -2.8200 -1.5731 1.4636  0.18
C 4.3448 0.8252 -6.2300  -0.17
O 4.4819 -0.5753 -6.0392  -0.15
H 4.7035 1.0808 -7.2271  0.08
H 3.2928 1.1084 -6.1412  0.07
H 4.9396 1.3596 -5.4844  0.07
H 4.1584 -0.7752 -5.1518  -0.02